No. 1
DFT (ωB97M-V/def2-TZVPD) results for a molecular structure, C44H40Cl5CrN3O2SSb.

Values from the calculation:
- Multiplicity: 4
- Total charge: +2
- ⟨S²⟩: 3.82
- Gap between HOMO and LUMO (alpha / beta): 0.2605 / 0.2792 hartree

Each line ends with the Mulliken charge.
Element x y z (Å)
Sb: -2.139 -24.248 8.488  1.46
Cr: 0.095 -21.210 10.191  -0.32
Cl: 0.473 -24.840 15.496  -0.12
Cl: -1.557 -22.440 15.036  -0.16
Cl: 2.203 -24.374 10.445  -0.16
Cl: 2.305 -25.746 13.204  -0.15
Cl: -1.421 -20.892 12.248  -0.27
S: -1.815 -22.055 9.127  -0.46
O: 0.355 -19.323 10.339  0.05
O: -4.406 -17.086 9.654  -0.28
N: 3.599 -21.138 7.034  -0.13
N: 1.583 -21.205 8.682  1.66
N: -2.820 -18.553 8.060  0.24
C: 0.482 -23.963 14.032  0.53
C: -1.007 -24.749 6.765  0.61
C: -3.530 -17.447 7.522  -0.19
C: -4.691 -24.539 6.779  -0.38
C: 0.026 -18.047 10.324  -0.57
C: 0.478 -15.774 10.982  -0.54
C: 4.083 -20.984 8.405  -0.89
C: -0.376 -22.254 12.643  0.82
C: -5.103 -23.761 9.028  -0.64
C: -4.414 -16.749 8.326  0.78
C: -4.224 -24.203 8.042  0.51
C: -5.072 -16.163 10.539  -0.99
C: -1.615 -25.603 11.234  -0.14
C: -0.432 -22.910 13.853  -0.08
C: -5.216 -15.734 7.816  -0.64
C: -0.512 -15.317 10.070  -0.95
C: 0.710 -17.127 11.160  -1.07
C: 2.913 -21.215 9.395  -0.28
C: -3.431 -17.095 6.193  -0.30
C: 1.542 -22.392 7.725  -0.06
C: -1.287 -16.175 9.343  -0.72
C: -1.124 -23.988 5.594  -0.68
C: 0.474 -22.605 11.582  -0.76
C: -0.273 -25.930 6.743  -0.22
C: 1.249 -23.752 11.762  1.07
C: -2.327 -27.067 9.423  -0.55
C: -0.502 -24.409 4.422  -0.85
C: -1.977 -27.964 11.608  -0.58
C: -4.221 -16.084 5.636  -0.81
C: 0.351 -26.369 5.580  -0.78
C: -1.040 -17.567 9.496  1.51
C: -1.808 -18.560 8.886  1.03
C: -5.099 -15.382 6.463  -0.69
C: -6.057 -24.440 6.501  -0.75
C: -6.478 -23.631 8.744  -0.77
C: -2.308 -28.155 10.276  -0.81
C: -1.960 -25.792 9.898  0.21
C: 1.520 -19.986 7.823  -0.71
C: -6.918 -23.965 7.468  -0.37
C: -1.624 -26.707 12.099  -0.45
C: 1.278 -24.408 12.978  0.04
C: 2.689 -20.018 6.781  -1.03
C: 0.206 -25.601 4.424  -0.51
C: 2.838 -22.399 6.879  -0.83
H: 0.574 -19.973 7.276  0.31
H: 1.500 -17.475 11.842  0.47
H: -1.492 -19.563 9.176  -0.55
H: 1.565 -19.092 8.419  0.43
H: -0.659 -14.242 9.934  0.44
H: 4.900 -21.704 8.571  0.41
H: -2.033 -15.764 8.725  0.58
H: 0.917 -27.298 5.556  0.46
H: -2.751 -17.663 5.572  0.49
H: -1.710 -23.089 5.589  0.58
H: -0.601 -23.867 3.499  0.49
H: -4.898 -16.518 11.560  0.24
H: 0.643 -22.272 7.146  0.06
H: -4.650 -15.138 10.427  0.41
H: 2.904 -20.478 10.177  0.42
H: -6.426 -24.669 5.516  0.43
H: 3.289 -19.102 6.877  0.36
H: 2.310 -20.085 5.758  0.28
H: -5.715 -14.577 6.085  0.43
H: -4.137 -15.828 4.585  0.41
H: -4.749 -23.555 10.026  0.42
H: 0.674 -25.929 3.505  0.41
H: -7.149 -23.269 9.505  0.44
H: -4.018 -24.846 5.986  0.45
H: 3.506 -23.227 7.139  0.29
H: 3.027 -22.194 9.877  0.07
H: 4.556 -20.009 8.470  0.22
H: -7.983 -23.832 7.249  0.39
H: 1.422 -23.298 8.278  -0.26
H: -1.951 -28.813 12.252  0.44
H: -5.849 -15.146 8.447  0.46
H: -2.614 -29.133 9.936  0.44
H: -6.136 -16.144 10.395  0.39
H: -0.200 -26.505 7.662  0.51
H: 2.581 -22.470 5.807  0.36
H: -2.616 -27.149 8.378  0.48
H: -1.364 -26.578 13.136  0.49
H: 1.088 -15.047 11.520  0.42
H: -3.194 -19.444 7.842  0.28
H: -1.394 -24.610 11.605  0.29

***

No. 2
DFT (ωB97M-V/def2-TZVPD) results for a molecular structure, C44H40F4N6OPSSc.

Values from the calculation:
- Gap between HOMO and LUMO (alpha / beta): 0.2143 / 0.2142 hartree

Each line ends with the Mulliken charge.
Element x y z (Å)
Sc: 0.039 -1.006 0.353  -2.29
S: 1.803 -0.024 -1.271  -0.60
P: 0.045 1.717 1.807  2.86
F: 1.706 -5.738 -0.477  -0.35
F: 3.854 -6.430 0.859  -0.33
F: 4.259 -2.140 2.743  -0.22
F: 2.065 -1.321 1.377  0.98
O: -0.285 -2.062 2.252  -0.74
N: 2.104 0.509 -4.038  0.57
N: 0.889 0.787 -3.663  -0.65
N: 0.779 -2.872 -0.330  0.80
N: -1.101 0.603 -0.872  2.27
N: -2.169 -2.429 -0.661  1.51
N: -0.639 0.895 -2.048  -0.91
C: 4.005 2.041 1.037  -0.93
C: 3.442 -5.151 0.962  0.16
C: -3.407 -2.606 0.122  -1.05
C: -1.303 1.577 5.723  -0.68
C: 0.607 0.576 -2.387  0.11
C: 1.857 1.622 2.038  0.45
C: -0.205 3.536 1.905  -0.32
C: -0.831 6.242 2.035  -0.55
C: -3.008 0.836 0.563  0.40
C: -0.757 -0.131 3.619  0.23
C: 0.459 5.812 2.300  -0.75
C: -3.235 -2.711 1.633  -1.24
C: -1.223 -0.654 4.827  -0.59
C: 4.310 0.230 -6.924  -0.56
C: -4.943 2.077 -0.121  -0.88
C: 4.623 1.466 2.136  -0.67
C: -1.809 5.322 1.688  -0.85
C: 3.653 -3.011 1.912  -0.27
C: -0.574 -0.857 2.367  1.83
C: -2.377 1.123 -0.653  -0.42
C: -4.279 1.308 0.824  -0.75
C: -2.553 -1.932 -2.003  -0.34
C: -0.556 1.256 3.472  0.18
C: 3.863 0.987 3.189  -0.57
C: 2.325 -4.766 0.249  0.26
C: 1.803 -3.438 0.304  0.21
C: -1.495 3.978 1.616  0.21
C: -1.467 -3.722 -0.762  -0.84
C: -1.499 0.208 5.871  -0.79
C: 3.472 0.658 -7.944  -0.49
C: -0.034 -3.587 -1.293  -1.31
C: 1.706 1.024 -6.359  -0.33
C: 2.628 2.115 0.985  -0.49
C: -0.813 2.104 4.538  -1.08
C: -4.317 2.386 -1.320  -0.76
C: -3.048 1.919 -1.592  -0.51
C: 2.175 1.058 -7.656  -0.57
C: -3.494 -2.815 -2.830  -1.57
C: 2.481 1.056 3.143  -0.67
C: 2.546 0.580 -5.333  0.64
C: 3.856 0.189 -5.623  -0.45
C: 4.150 -4.298 1.795  -0.82
C: 0.774 4.465 2.238  -0.39
C: 2.547 -2.617 1.202  -0.07
H: -2.815 5.652 1.467  0.45
H: 0.338 -4.584 -1.529  0.67
H: 4.344 0.540 4.046  0.41
H: -2.988 -1.751 2.080  0.01
H: -1.357 -1.722 4.933  0.57
H: 1.780 4.136 2.455  0.36
H: -2.557 2.141 -2.525  0.53
H: 2.739 0.165 -3.298  0.16
H: 2.132 2.545 0.123  0.56
H: 0.703 1.327 -6.106  0.41
H: -1.540 2.240 6.542  0.44
H: -3.050 -0.969 -1.863  0.00
H: 4.495 -0.150 -4.821  0.38
H: -0.035 -3.013 -2.234  0.14
H: -4.827 2.998 -2.049  0.44
H: -3.134 -3.836 -2.920  0.33
H: -4.175 -3.048 2.067  0.54
H: -2.472 0.230 1.287  0.01
H: 1.891 0.659 3.958  0.29
H: -1.404 -4.155 0.239  0.38
H: -5.940 2.437 0.080  0.45
H: 5.321 -0.077 -7.148  0.36
H: -2.251 3.255 1.337  0.14
H: 3.830 0.671 -8.962  0.37
H: 1.226 6.530 2.558  0.43
H: -3.935 -3.508 -0.226  0.47
H: -4.492 -2.836 -2.401  0.31
H: -4.047 -1.742 -0.081  0.64
H: 1.529 1.395 -8.453  0.37
H: -1.641 -1.746 -2.578  0.17
H: 4.596 2.416 0.215  0.45
H: -2.459 -3.417 1.912  0.28
H: -2.025 -4.425 -1.397  0.39
H: -1.073 7.293 2.091  0.38
H: -4.759 1.079 1.765  0.42
H: -1.854 -0.187 6.814  0.42
H: 5.020 -4.631 2.331  0.52
H: -0.653 3.169 4.436  0.50
H: -3.562 -2.401 -3.831  0.47
H: 5.698 1.379 2.170  0.37

***

Number 1: electronic energy -163234.4190 eV. Number 2: electronic energy -108959.8124 eV.